Here is a 2-piece molecular cluster, C2H4N4 overall in a non-equilibrium geometry from OMol25. Energies are from wB97M-V/def2-TZVPD.

Summary:
* LUMO: 1.02 eV
* Kohn-Sham gap: 10.93 eV
* relative energy (zero: lowest compared OMol25 entry of this formula, charge and spin): 5.157 eV
* molar mass: 84.1 g mol⁻¹
* energy: -297.454798 hartree

Geometry as ORCA input:
```
! wB97M-V def2-TZVPD RIJCOSX def2/J DEFGRID3
* xyz 0 1
C -1.51213 0.53371 0.04896
C -0.32663 1.21507 -0.44476
N 3.17521 0.14044 0.00165
N 2.58697 0.09699 0.96545
N 3.81475 -0.20938 -0.95269
N -0.16869 -0.03080 -0.31065
H -1.84142 0.55573 0.98534
H -2.37100 0.34484 -0.75646
H 0.29771 2.01230 -0.64400
H 3.37053 -0.32437 -1.84132
*
```

=====

Here is C21H49Cl2N7O16V as an isolated structure in a non-equilibrium geometry from OMol25. Energies are from wB97M-V/def2-TZVPD.

Summary:
* LUMO (alpha / beta): -0.90 / -0.76 eV
* Kohn-Sham gap (alpha / beta): 6.08 / 6.22 eV
* molar mass: 777.5 g mol⁻¹
* ⟨S²⟩: 0.81
* energy: -4280.426816 hartree

Geometry as ORCA input:
```
! wB97M-V def2-TZVPD RIJCOSX def2/J DEFGRID3
* xyz 0 2
O 18.74421 -14.84937 3.41547
V 18.37135 -13.93505 2.18416
Cl 15.39356 -16.32557 5.01572
O 16.00924 -15.89140 6.24216
O 15.16728 -17.73415 5.19878
O 14.09880 -15.70686 4.80227
O 16.21487 -16.12841 3.91992
Cl 21.72994 -13.94524 5.78056
O 20.50492 -13.67359 6.58474
O 22.45132 -12.75564 5.46498
O 22.70606 -14.57922 6.61602
O 21.39139 -14.81933 4.67253
C 15.15898 -13.49645 2.18737
O 16.31879 -13.39399 1.75648
N 14.13112 -12.55748 2.14772
C 13.07157 -12.56363 3.16368
C 14.32793 -11.46852 1.25072
H 14.81802 -14.34296 2.80329
H 12.07365 -12.52408 2.72702
H 13.22394 -11.63659 3.71638
H 13.00394 -13.45853 3.78229
H 13.36667 -11.46768 0.73683
H 14.33736 -10.60910 1.92108
H 15.12089 -11.31997 0.51773
C 18.81230 -12.19860 -0.84695
O 18.63081 -12.80404 0.19816
N 17.81957 -11.83269 -1.66963
C 18.13123 -10.67959 -2.65130
C 16.49590 -12.36673 -1.69862
H 19.78140 -11.96687 -1.31526
H 19.03395 -10.09122 -2.48688
H 17.29941 -9.97521 -2.64814
H 18.17127 -11.02493 -3.68437
H 16.23362 -12.87684 -2.62548
H 16.23699 -12.97077 -0.82902
H 15.82386 -11.50900 -1.72619
C 20.99143 -15.40283 0.57395
O 20.03834 -14.90442 1.02721
N 21.22298 -15.53705 -0.74550
C 22.56512 -15.78951 -1.23254
C 20.29353 -15.13349 -1.80362
H 21.82539 -15.88698 1.10527
H 23.09479 -15.02860 -1.80576
H 22.42274 -16.61600 -1.92878
H 23.23359 -16.14637 -0.44904
H 20.12455 -15.84032 -2.61598
H 19.28397 -15.20593 -1.39908
H 20.40794 -14.19488 -2.34584
C 16.64242 -16.54523 0.71923
O 17.42766 -15.77544 1.21834
N 17.02547 -17.60725 -0.02231
C 16.16316 -18.31186 -0.90964
C 18.46266 -17.82490 -0.40469
H 15.55906 -16.37575 0.62028
H 15.12839 -18.45094 -0.59653
H 16.38801 -19.37320 -0.80426
H 16.07707 -17.87819 -1.90593
H 18.78335 -17.36147 -1.33769
H 19.08732 -17.57475 0.45280
H 18.76119 -18.87321 -0.40022
C 21.20523 -11.68372 2.48987
O 20.20263 -12.40658 2.54815
N 21.22265 -10.40643 2.00719
C 22.39292 -9.61442 1.90464
C 20.01152 -9.76662 1.54647
H 22.21295 -12.08275 2.68344
H 22.31248 -8.72051 2.52314
H 22.46865 -9.41630 0.83547
H 23.21900 -10.09038 2.43298
H 20.22185 -9.45789 0.52250
H 19.12488 -10.39484 1.46092
H 19.59924 -8.88746 2.04167
C 17.65328 -11.90916 5.11402
O 17.73655 -12.31013 3.94807
N 16.75373 -11.09086 5.70812
C 17.02135 -10.48251 6.98831
C 15.39489 -11.02685 5.23412
H 18.53119 -12.09098 5.75311
H 18.09029 -10.28260 7.06268
H 16.61872 -11.03892 7.83471
H 16.61698 -9.47086 6.95438
H 14.73619 -11.55181 5.92597
H 14.99233 -10.01455 5.27017
H 15.28364 -11.46667 4.24302
C 18.97383 -16.41089 7.64158
O 18.90380 -16.27418 8.85814
N 19.54600 -17.43315 6.91458
C 19.68837 -17.33429 5.47301
C 19.92276 -18.63477 7.68526
H 18.55184 -15.68397 6.93046
H 19.23382 -16.48209 4.96779
H 19.24636 -18.21560 5.00823
H 20.74845 -17.28987 5.22332
H 19.51102 -18.66395 8.69409
H 19.57987 -19.47011 7.07475
H 21.00611 -18.60853 7.80250
*
```

=====

Here is an isolated ion of composition C3H8N3S and charge +1 in a non-equilibrium geometry from OMol25. Energies are from wB97M-V/def2-TZVPD.

Summary:
* LUMO: -3.51 eV
* Kohn-Sham gap: 10.17 eV
* relative energy (zero: lowest compared OMol25 entry of this formula, charge and spin): 1.377 eV
* molar mass: 118.2 g mol⁻¹
* energy: -681.263684 hartree

Geometry as ORCA input:
```
! wB97M-V def2-TZVPD RIJCOSX def2/J DEFGRID3
* xyz 1 1
C 1.59533 -0.83330 0.02650
C -1.63771 -0.05813 0.00125
C 0.07318 1.66082 -0.66678
N 0.46713 -0.71939 -0.52885
N -0.47316 0.36073 -0.34458
N -1.96058 -1.28436 0.37555
S 2.30786 0.14953 1.24150
H 2.13115 -1.69298 -0.27526
H -2.32163 0.68140 0.12736
H -0.55086 2.13767 -1.40868
H 0.24986 2.39999 0.12032
H 1.08049 1.54445 -1.10197
H -2.96318 -1.46307 0.69221
H 3.30359 -0.78450 1.32416
H -1.30147 -2.09884 0.41728
*
```

=====

What is the formula in the first record? C2H4N4